1.
This record from the OMol25 dataset describes C7H15FeN2 as an isolated structure at a distorted geometry. The level of theory is ωB97M-V/def2-TZVPD.

```
25
Properties=species:S:1:pos:R:3
C -2.25 0.09 -1.25
Fe 0.12 0.57 -0.51
N 1.00 0.08 1.38
H -1.76 0.20 -0.25
H 0.77 -0.91 1.43
H 1.42 1.45 -0.29
H -3.17 0.69 -1.16
H -2.51 -0.97 -1.38
H -1.66 0.47 -2.10
H 2.03 0.15 1.34
H 0.71 0.55 2.25
C 2.65 -4.70 -2.90
C 1.92 -3.51 -2.35
C 0.89 -3.65 -1.41
C 0.26 -2.53 -0.89
N 0.61 -1.26 -1.25
C 1.57 -1.12 -2.20
C 2.24 -2.21 -2.75
H 3.16 -5.27 -2.11
H 1.97 -5.39 -3.42
H 3.41 -4.36 -3.62
H 0.56 -4.64 -1.09
H -0.55 -2.61 -0.16
H 1.79 -0.09 -2.49
H 3.01 -2.05 -3.50
```

Results
Multiplicity: 5
E (eV): -44866.32379
LUMO level (alpha / beta) (eV): 3.633 / 3.749
Net charge: -1
<S²>: 6.09
Maximum force (eV/Å): 2.16



2.
This record from the OMol25 dataset describes C31H20Cl5FeP2S2 as an isolated structure. The level of theory is ωB97M-V/def2-TZVPD.

```
61
Properties=species:S:1:pos:R:3
Fe -1.13 1.20 1.82
S -1.54 2.76 0.13
P -0.07 1.53 -0.60
C -0.03 0.26 0.53
P -1.00 -1.14 0.56
S -2.25 -0.73 2.14
C -0.07 -2.65 0.87
C 1.28 -2.69 0.55
C 2.00 -3.87 0.73
C 1.37 -4.99 1.24
C 0.02 -4.95 1.56
C -0.70 -3.78 1.37
C -1.98 -1.50 -0.92
C -1.40 -2.20 -1.97
C -2.12 -2.43 -3.13
C -3.42 -1.97 -3.24
C -4.00 -1.27 -2.19
C -3.28 -1.03 -1.03
C 1.50 2.43 -0.57
C 2.52 2.02 0.28
C 3.71 2.73 0.32
C 3.88 3.85 -0.49
C 2.86 4.26 -1.33
C 1.67 3.55 -1.37
C -0.31 1.11 -2.34
C 0.75 0.50 -3.03
C 0.60 0.16 -4.36
C -0.60 0.43 -5.01
C -1.65 1.03 -4.33
C -1.50 1.37 -2.99
H 1.76 -1.79 0.18
H 3.05 -3.90 0.49
H 1.93 -5.91 1.39
H -0.47 -5.83 1.96
H -1.76 -3.75 1.63
H -0.38 -2.58 -1.88
H -1.67 -2.98 -3.95
H -3.99 -2.17 -4.14
H -5.02 -0.92 -2.28
H -3.73 -0.48 -0.21
H 2.37 1.15 0.91
H 4.51 2.42 0.98
H 4.81 4.40 -0.45
H 2.99 5.13 -1.96
H 0.87 3.87 -2.03
H 1.69 0.31 -2.52
H 1.42 -0.30 -4.89
H -0.71 0.17 -6.06
H -2.58 1.24 -4.84
H -2.31 1.85 -2.45
Cl 1.86 -0.55 3.22
C 0.90 0.58 4.13
C -0.19 1.20 3.55
C -0.94 2.01 4.37
Cl -2.37 2.65 3.57
C -0.66 2.29 5.70
Cl -1.67 3.33 6.62
C 0.47 1.68 6.25
Cl 0.88 1.99 7.89
C 1.24 0.83 5.47
Cl 2.62 0.07 6.16
```

Results
Multiplicity: 2
E (eV): -169719.58324
LUMO level (alpha / beta) (eV): -0.538 / 0.200
<S²>: 0.93
Maximum force (eV/Å): 0.41



3.
This record from the OMol25 dataset describes a 6-piece molecular cluster, C32H29Cl2N5O10 overall at a distorted geometry. The level of theory is ωB97M-V/def2-TZVPD.

```
78
Properties=species:S:1:pos:R:3
O -1.65 8.44 0.41
N -0.48 7.97 0.53
O 0.46 8.61 0.92
C -0.17 6.54 0.22
C 1.15 6.16 -0.13
C 1.48 4.86 -0.42
C 0.48 3.88 -0.58
C -0.78 4.24 -0.31
C -1.14 5.60 0.02
H 1.92 6.92 -0.21
H 2.53 4.67 -0.57
H 0.64 2.87 -0.93
H -1.49 3.44 -0.42
H -2.17 5.84 0.23
O 4.07 3.92 -2.72
N 3.51 2.88 -3.09
O 3.15 2.77 -4.27
C 3.19 1.89 -2.10
C 3.69 2.05 -0.83
C 3.48 1.17 0.18
C 2.62 0.10 0.01
C 2.06 -0.08 -1.29
C 2.35 0.81 -2.30
H 4.42 2.81 -0.58
H 4.05 1.33 1.09
H 2.42 -0.59 0.81
H 1.30 -0.82 -1.45
H 1.86 0.51 -3.21
O -3.35 -4.87 -0.33
N -3.93 -3.81 -0.44
O -4.55 -3.19 0.49
C -3.86 -3.04 -1.70
C -3.34 -3.68 -2.84
C -3.20 -2.94 -3.96
C -3.50 -1.58 -3.95
C -4.01 -0.96 -2.83
C -4.26 -1.71 -1.74
H -3.01 -4.71 -2.79
H -2.79 -3.44 -4.83
H -3.34 -0.85 -4.74
H -3.99 0.11 -2.65
H -4.52 -1.24 -0.80
O -2.16 -4.12 5.82
N -1.75 -2.95 5.58
O -1.86 -2.50 4.46
C -1.08 -2.16 6.61
C -0.47 -2.79 7.69
C 0.12 -2.01 8.69
C 0.20 -0.58 8.57
C -0.52 0.06 7.50
C -1.20 -0.74 6.61
H -0.44 -3.86 7.84
H 0.66 -2.42 9.53
H 0.85 0.00 9.22
H -0.62 1.12 7.33
H -1.74 -0.23 5.83
O 2.01 -4.50 -1.92
N 2.77 -3.74 -2.51
O 3.96 -3.74 -2.38
C 2.22 -2.77 -3.47
C 3.08 -2.13 -4.35
C 2.57 -1.27 -5.30
C 1.24 -1.10 -5.41
C 0.41 -1.64 -4.54
C 0.84 -2.48 -3.52
H 4.14 -2.30 -4.43
H 3.31 -0.63 -5.77
H 0.89 -0.38 -6.13
H -0.64 -1.42 -4.65
H 0.16 -3.06 -2.91
Cl -0.68 -2.56 -0.24
C -0.45 -1.56 1.24
C -1.60 -0.63 1.51
Cl -1.64 0.90 0.57
H 0.41 -0.92 1.06
H -0.20 -2.26 2.04
H -1.57 -0.28 2.55
H -2.51 -1.21 1.35
```

Results
Multiplicity: 1
E (eV): -86608.97097
LUMO level (eV): -1.045
Maximum force (eV/Å): 4.48
SMILES: O=[N+]([O-])c1ccccc1.O=[N+]([O-])c1ccccc1.O=[N+]([O-])c1ccccc1.O=[N+]([O-])c1ccccc1.O=[N+]([O-])c1ccccc1.ClCCCl